1.
Below is a molecular structure, C34H52N6PdSSb in a non-equilibrium geometry, with properties calculated with the ωB97M-V functional and the def2-TZVPD basis.

As for the orbital gap (spin up / spin down): 5.775 / 5.774 eV. As for the total charge: +3. As for the spin multiplicity: 1. Its relative energy (zero: lowest compared OMol25 entry of this formula, charge and spin) is 0.0 kcal/mol.

Atoms and positions in Å:
Sb -1.36 1.27 1.58
Pd -0.52 -0.26 -0.73
S -1.13 -1.88 0.77
N -0.68 1.15 -2.34
N 0.61 -1.91 -2.07
N 2.83 -2.78 -2.66
N -2.04 -1.02 -1.87
N -2.49 -2.27 -1.52
N -2.43 -4.02 -0.05
C 3.36 -2.70 -4.04
C -2.07 -2.79 -0.37
C -0.43 3.37 1.78
C -1.27 1.37 4.63
C -3.47 1.87 -0.59
C -1.22 0.24 3.60
C 1.04 3.20 2.10
C 1.66 -2.33 -2.34
C -1.16 4.10 2.91
C -2.89 -1.29 -4.17
C 0.11 -0.48 3.67
C 3.57 -5.18 -3.61
C -2.41 -0.68 3.84
C -0.19 3.09 -3.65
C -1.54 0.74 -3.30
C 1.89 0.38 1.05
C -3.45 1.48 0.88
C 0.00 2.28 -2.53
C 5.03 1.43 2.77
C 3.08 0.35 1.87
C -0.65 4.07 0.46
C -1.79 1.49 -4.43
C 3.64 -3.58 -1.68
C 3.37 -4.09 -4.67
C 3.42 -0.83 2.53
C -4.21 0.17 1.06
C 4.56 -0.87 3.32
C 5.36 0.26 3.45
C 3.90 1.48 1.98
C 0.92 0.32 0.32
C -4.03 2.58 1.75
C -1.11 2.70 -4.60
C -2.19 -0.58 -3.07
C 4.41 -4.66 -2.44
H 4.19 -4.12 -5.40
H -0.16 3.54 -0.36
H 4.31 -2.90 -1.15
H 6.24 0.23 4.07
H 2.95 -4.02 -0.97
H -2.19 -1.23 4.77
H 0.73 2.53 -1.78
H -3.02 -4.59 -0.64
H 0.21 -1.29 2.96
H -5.22 0.32 0.65
H -3.33 -0.13 4.02
H 1.22 2.75 3.08
H -2.94 2.80 -0.80
H -2.81 -2.38 -4.09
H -0.18 5.06 0.53
H -1.33 0.87 5.61
H 5.35 -4.26 -2.82
H -1.08 3.63 3.88
H 0.95 0.20 3.54
H 3.65 2.38 1.44
H 1.56 2.62 1.34
H 2.60 -5.51 -3.22
H 2.75 -1.99 -4.60
H 4.03 -6.06 -4.05
H -3.95 -1.03 -4.20
H -1.29 3.30 -5.48
H 0.38 4.00 -3.76
H -3.01 -2.81 -2.20
H -2.15 2.00 4.54
H -3.75 -0.66 0.53
H -5.10 2.64 1.53
H 2.45 -4.27 -5.23
H -3.61 3.56 1.53
H -2.58 -1.42 3.06
H -4.52 2.02 -0.89
H -3.95 2.39 2.82
H -2.11 -4.43 0.81
H -0.65 5.07 2.99
H 4.66 -5.46 -1.75
H 4.36 -2.29 -3.96
H 1.48 4.20 2.12
H -2.45 -1.02 -5.13
H 0.20 -0.91 4.68
H -3.06 1.09 -1.21
H 5.67 2.30 2.86
H 4.83 -1.78 3.83
H -2.50 1.16 -5.17
H -2.20 4.31 2.70
H -0.37 1.97 4.63
H -4.34 -0.10 2.11
H 2.80 -1.71 2.42
H -1.70 4.23 0.22

---

2.
Below is a molecular structure, C17H19NO2 in a non-equilibrium geometry, with properties calculated with the ωB97M-V functional and the def2-TZVPD basis.

As for the orbital gap: 9.284 eV. As for the spin multiplicity: 1. Its relative energy (zero: lowest compared OMol25 entry of this formula, charge and spin) is 328.2 kcal/mol.

Atoms and positions in Å:
O -3.35 1.49 1.80
O -1.33 -2.92 0.79
N -2.32 -0.84 0.78
C 2.77 -1.47 -3.59
C 0.51 0.15 0.42
C 0.82 1.19 2.78
C 0.95 -0.92 -0.44
C 2.17 -1.62 -2.47
C 3.54 -0.26 -3.76
C -2.88 -0.68 1.95
C 2.46 0.49 -1.86
C -1.50 -1.75 0.32
C -3.95 0.23 1.98
C 0.07 2.26 2.23
C -0.57 -1.15 -1.01
C 1.16 0.13 1.82
C -0.05 1.40 0.09
C -0.29 2.54 0.87
C 1.82 -0.46 -1.54
C 3.16 0.91 -3.03
H 0.99 1.15 3.62
H 3.93 -0.03 -4.86
H 1.26 -1.76 0.06
H -0.29 1.68 -0.96
H -4.43 -0.06 2.97
H -4.65 0.04 1.12
H 1.67 -0.88 2.29
H 2.11 1.35 -1.18
H -3.20 -1.85 2.07
H 3.08 -2.24 -4.21
H 3.73 1.72 -3.02
H -2.65 1.66 2.61
H -0.13 2.94 2.99
H -0.49 -2.16 -1.73
H -2.13 0.20 0.39
H -0.71 3.42 0.64
H 1.73 -2.45 -2.29
H -1.91 -0.79 2.90
H -1.09 -0.67 -1.55

---

3.
Below is a molecular structure, C16H18BMoN2O4PS4 in a non-equilibrium geometry, with properties calculated with the ωB97M-V functional and the def2-TZVPD basis.

As for the orbital gap (spin up / spin down): 4.299 / 5.038 eV. As for the total charge: +2. As for the spin multiplicity: 1.

Atoms and positions in Å:
Mo -7.25 -15.13 9.33
S -7.56 -16.00 7.49
S -6.55 -12.97 9.70
S -9.05 -14.61 10.56
S -11.36 -11.48 3.68
P -11.44 -12.57 2.17
O -6.25 -18.06 10.32
O -12.70 -13.35 1.98
O -10.38 -12.88 1.11
O -5.18 -16.35 11.33
N -6.19 -10.70 12.51
N -9.81 -13.27 13.63
C -3.96 -17.63 12.95
C -13.19 -14.19 0.73
C -4.85 -17.50 11.92
C -7.90 -12.58 12.08
C -8.05 -12.85 1.79
C -4.48 -20.02 12.73
C -8.99 -12.89 12.95
C -6.97 -11.50 12.28
C -7.81 -13.29 10.92
C -12.64 -15.59 0.88
C -8.83 -11.82 -0.45
C -3.76 -18.93 13.32
C -12.96 -13.49 -0.59
C -9.07 -12.03 1.01
C -5.55 -18.60 11.30
C -5.32 -19.91 11.67
B -6.10 -16.65 10.34
H -11.90 -13.45 -0.85
H -11.55 -15.55 0.87
H -5.83 -20.76 11.23
H -7.05 -12.51 1.60
H -8.31 -12.91 2.84
H -3.40 -16.77 13.33
H -8.38 -12.64 -1.00
H -9.42 -11.11 1.49
H -12.93 -16.27 0.05
H -13.43 -12.53 -0.59
H -8.12 -10.96 -0.47
H -12.85 -15.98 1.85
H -14.24 -14.17 0.98
H -8.16 -13.90 1.50
H -13.43 -14.12 -1.38
H -4.33 -20.96 13.19
H -3.08 -19.20 14.12
H -9.70 -11.43 -0.95

---

4.
Below is a molecular structure, C28H44Cl3N4O3SeSiSn in a non-equilibrium geometry, with properties calculated with the ωB97M-V functional and the def2-TZVPD basis.

As for the orbital gap (spin up / spin down): 4.070 / 4.069 eV. As for the total charge: -1. As for the spin multiplicity: 1. Its relative energy (zero: lowest compared OMol25 entry of this formula, charge and spin) is 26.9 kcal/mol.

Atoms and positions in Å:
Sn 1.09 0.68 0.42
Se 0.79 2.52 2.27
Cl -0.05 1.94 -1.44
Cl 3.10 0.48 1.96
Cl 2.94 0.65 -1.22
Si 4.16 2.49 -0.85
O 0.89 -1.31 1.73
O 1.41 -1.24 -1.25
O -1.13 -0.06 0.69
N 1.65 -3.39 1.15
N -1.75 3.04 3.33
N -1.91 2.97 1.15
N -3.35 -0.38 0.56
C 2.97 3.87 -0.60
C -4.58 -0.39 -0.21
C 5.18 2.72 -2.40
C 1.40 -4.82 1.09
C -3.00 -2.38 -2.63
C -4.38 3.58 0.99
C 3.01 -2.94 0.94
C -0.81 -3.12 -1.10
C 2.84 -1.85 -3.72
C -3.07 3.37 3.01
C -5.46 3.94 1.81
C 2.55 -4.81 -3.50
C 0.71 -1.57 -2.37
C 5.32 2.22 0.59
C -1.19 3.04 4.67
C -1.77 -1.74 -2.82
C -2.05 -3.72 -0.86
C -5.34 4.02 3.21
C -2.20 0.07 0.04
C -3.29 -1.16 1.78
C -0.67 -2.14 -2.07
C -3.14 -3.36 -1.64
C -1.03 2.84 2.19
C 1.66 -2.51 -3.10
C -3.17 3.31 1.63
C 1.52 -3.85 -3.02
C 0.68 -2.53 1.53
C -4.12 3.72 3.84
H 3.55 -4.57 -3.11
H 3.24 -2.47 -4.54
H 3.28 -2.16 1.65
H 2.61 -4.85 -4.60
H -2.25 0.54 -0.96
H -1.63 2.84 0.17
H 3.64 -1.70 -2.99
H -0.77 4.02 4.93
H 2.29 -5.82 -3.15
H 0.58 -0.67 -3.01
H 0.60 -4.29 -2.63
H -2.00 2.80 5.37
H -1.63 -0.96 -3.57
H -2.72 -0.63 2.54
H -0.32 -2.98 1.67
H -4.54 0.39 -0.98
H -4.44 3.50 -0.09
H -4.32 -1.30 2.12
H 3.12 -2.54 -0.08
H 3.55 4.77 -0.36
H -2.83 -2.14 1.60
H -4.11 -3.86 -1.49
H 2.20 -5.36 1.62
H -3.97 3.75 4.92
H 2.26 3.70 0.23
H 6.04 2.03 -2.42
H 0.10 -3.44 -0.57
H -4.75 -1.36 -0.70
H 2.57 -0.87 -4.13
H -6.43 4.18 1.36
H 1.39 -5.17 0.04
H 2.39 4.07 -1.51
H -5.43 -0.19 0.47
H 4.93 2.68 1.50
H 3.66 -3.81 1.05
H 0.43 -5.05 1.54
H 6.28 2.70 0.35
H -6.20 4.32 3.81
H 5.58 3.75 -2.43
H -2.13 -4.48 -0.07
H -3.85 -2.10 -3.26
H 4.59 2.56 -3.31
H -0.41 2.28 4.73
H 5.51 1.16 0.79

---

5.
Below is a molecular structure, C17H30IN3O2S4SbSiTa, with properties calculated with the ωB97M-V functional and the def2-TZVPD basis.

As for the orbital gap: 7.008 eV. As for the spin multiplicity: 1. Its relative energy (zero: lowest compared OMol25 entry of this formula, charge and spin) is 0.0 kcal/mol.

Atoms and positions in Å:
Ta -1.02 -0.04 -0.65
I -1.37 6.58 5.32
Sb -3.79 -0.81 -2.30
S -1.50 -1.70 -2.21
S -3.02 1.09 -0.91
S -4.18 -0.07 -4.35
S -4.99 -2.07 -0.90
Si 1.72 0.66 -2.93
O -1.44 0.71 1.42
O 0.07 1.78 0.33
N 0.51 -3.24 -0.50
N 0.77 -0.80 0.87
N -1.75 -1.93 0.91
C 1.97 1.77 -4.41
C 1.90 -1.11 -3.53
C 0.36 -1.46 2.15
C -1.14 -1.79 2.24
C -1.83 2.81 3.27
C -1.79 -3.35 0.48
C 3.05 1.11 -1.66
C 1.98 -1.43 0.30
C -0.21 5.06 2.98
C -0.41 -3.99 0.34
C -1.16 4.99 4.00
C -1.97 3.87 4.15
C 1.83 -2.93 0.02
C -0.74 1.75 1.31
C -0.07 4.00 2.11
C 0.01 0.97 -2.23
C -0.88 2.87 2.25
H -2.46 1.94 3.35
H 0.64 -0.82 2.99
H -2.33 -3.38 -0.46
H 2.96 1.65 -4.84
H -1.66 -1.00 2.77
H 0.53 -3.58 -1.45
H -2.72 -1.63 0.96
H 1.85 2.82 -4.13
H -2.71 3.83 4.94
H 2.84 -1.28 0.97
H 2.21 -0.91 -0.62
H 2.04 -3.52 0.91
H 0.65 4.04 1.30
H -0.66 0.87 -3.09
H -1.26 -2.70 2.83
H 0.04 -4.10 1.34
H 2.60 -3.20 -0.70
H -0.56 -5.00 -0.03
H 1.91 -1.85 -2.73
H 2.82 -1.22 -4.10
H 0.01 2.02 -1.93
H 1.04 0.15 1.08
H 1.23 1.56 -5.19
H 0.41 5.94 2.88
H 3.91 0.44 -1.71
H 0.94 -2.36 2.25
H -2.37 -3.93 1.21
H 3.42 2.12 -1.88
H 1.06 -1.36 -4.19
H 2.68 1.13 -0.64

---

6.
Below is 2 unconnected molecules or ions with the total composition C4H2F2O in a non-equilibrium geometry, with properties calculated with the ωB97M-V functional and the def2-TZVPD basis.

As for the orbital gap (spin up / spin down): 7.410 / 8.854 eV. As for the spin multiplicity: 1. Its relative energy (zero: lowest compared OMol25 entry of this formula, charge and spin) is 145.5 kcal/mol.

Atoms and positions in Å:
F -3.82 -0.47 0.16
F -1.87 -1.23 0.52
O -2.45 2.06 0.09
C -2.53 -0.34 -0.19
C -1.90 1.01 0.11
C 0.79 0.47 0.69
C 1.98 0.42 0.88
H -2.25 -0.66 -1.20
H 2.94 0.75 0.63

---

Q: Number 3 is which compound?
A: C16H18BMoN2O4PS4